Arrangement P

Here is 10 unconnected molecules or ions with the total composition H19O10 from the Open Molecules 2025 dataset. Energies are from wB97M-V/def2-TZVPD.

Output
HOMO: -6.7565 eV
Total charge: -1

Each line ends with the natural charge from an NBO analysis.
Element x y z (Å)
O -0.266 0.181 -0.416  -1.266
H 0.445 -0.280 0.069  0.434
O 0.603 1.193 1.826  -0.978
H 0.311 0.907 0.960  0.474
H 1.530 1.403 1.711  0.463
O -2.797 0.693 0.536  -0.969
H -1.890 0.515 0.289  0.512
H -3.156 -0.165 0.765  0.454
O -2.793 1.368 -1.988  -0.981
H -1.863 1.154 -1.909  0.475
H -3.165 1.141 -1.136  0.482
O 0.567 -2.312 0.176  -0.974
H -0.009 -1.611 -0.129  0.485
H 0.050 -2.779 0.833  0.468
O -0.916 -0.928 3.078  -0.927
H -1.580 -1.616 3.122  0.444
H -1.043 -0.527 2.218  0.481
O 0.426 2.549 -1.119  -0.990
H 0.148 1.655 -0.922  0.486
H 0.803 2.870 -0.299  0.456
O -0.850 -0.796 -3.210  -0.953
H -0.310 -0.116 -3.613  0.462
H -0.469 -0.922 -2.341  0.487
O 2.985 -1.321 2.152  -0.946
H 3.889 -1.198 1.861  0.454
H 2.516 -1.602 1.367  0.490
O 2.454 0.409 -1.030  -0.961
H 1.517 0.235 -1.122  0.485
H 2.862 -0.099 -1.731  0.455

***

Arrangement Q

Here is a molecular structure, H19O10 from the Open Molecules 2025 dataset. Energies are from wB97M-V/def2-TZVPD.

Output
HOMO: -6.3118 eV
Total charge: -1

Each line ends with the natural charge from an NBO analysis.
Element x y z (Å)
O -0.657 2.146 -0.005  -1.151
H 2.298 1.748 1.333  0.477
H 0.233 1.339 -0.311  0.470
O -2.415 -1.294 -1.188  -0.979
H -1.772 -0.897 -0.566  0.487
H -0.018 1.016 1.426  0.490
O 1.687 1.575 -3.349  -0.952
H -2.047 -2.183 -1.235  0.475
H 1.201 1.080 -2.625  0.481
O 1.098 0.554 -0.553  -1.120
H -1.805 -3.422 0.782  0.457
H -1.304 1.716 -0.574  0.436
O -0.944 -3.776 0.524  -0.970
H 1.489 -0.878 -2.632  0.468
H 1.081 -1.859 -1.730  0.469
O -2.415 0.593 1.735  -0.955
H -2.412 1.168 2.499  0.478
H -3.027 0.898 1.053  0.478
O -0.150 -1.412 0.477  -1.049
H -0.471 -0.808 1.163  0.478
H 2.801 0.626 2.139  0.478
O 3.103 1.183 1.375  -0.939
H -0.407 2.112 2.108  0.486
H -0.355 -3.129 1.002  0.501
O 1.796 -1.775 -2.395  -0.937
H 1.262 2.283 -2.809  0.462
O 0.017 1.277 2.362  -1.000
H 1.827 0.776 0.053  0.479
H 0.305 -0.657 -0.062  0.504

***

Arrangement R

Here is 10 unconnected molecules or ions with the total composition H19O10 from the Open Molecules 2025 dataset. Energies are from wB97M-V/def2-TZVPD.

Output
HOMO: -6.6622 eV
Total charge: -1

Each line ends with the natural charge from an NBO analysis.
Element x y z (Å)
O 0.263 -0.366 -0.580  -1.280
H -0.052 0.553 -0.248  0.458
O -2.348 -0.405 -1.106  -0.964
H -2.439 0.509 -1.397  0.452
H -1.382 -0.426 -1.021  0.481
O 1.549 0.491 1.592  -0.999
H 1.189 0.142 0.757  0.504
H 2.453 0.774 1.412  0.464
O 1.775 -2.535 0.246  -0.940
H 2.461 -2.096 0.853  0.449
H 1.290 -1.834 -0.097  0.480
O 1.178 -0.227 -3.162  -0.974
H 1.055 -0.336 -2.183  0.493
H 0.255 -0.091 -3.348  0.458
O -0.006 2.322 -0.978  -0.924
H 0.609 2.861 -0.530  0.463
H 0.467 1.509 -1.026  0.465
O -1.179 -1.506 1.365  -0.992
H -0.880 -1.304 2.283  0.465
H -0.536 -1.090 0.688  0.502
O 0.048 2.913 2.013  -0.979
H 0.042 3.087 2.952  0.474
H 0.623 2.217 1.777  0.495
O -0.059 -2.702 -1.947  -0.952
H 0.085 -1.918 -1.401  0.477
H -0.730 -3.169 -1.427  0.461
O -2.260 0.909 1.591  -0.992
H -1.584 1.632 1.481  0.476
H -1.885 0.089 1.449  0.479

***

arrangement P takes first place; second place is 0.0091 hartree up.

***

Arrangement P

Here is 2 unconnected molecules or ions with the total composition C10H16 from the Open Molecules 2025 dataset. Energies are from wB97M-V/def2-TZVPD.

Output
HOMO: -9.0033 eV
Total charge: 0

Each line ends with the natural charge from an NBO analysis.
Element x y z (Å)
C 0.373 -1.835 2.153  -0.624
C 0.587 -1.768 0.659  -0.034
C -0.098 -2.614 -0.214  -0.197
C 0.090 -2.513 -1.579  -0.214
C 0.856 -1.449 -2.029  -0.219
C 1.529 -0.546 -1.220  -0.213
C 1.446 -0.803 0.154  -0.201
H -0.563 -1.354 2.448  0.220
H 1.186 -1.269 2.610  0.211
H 0.358 -2.838 2.581  0.217
H -0.720 -3.432 0.133  0.208
H -0.273 -3.289 -2.238  0.216
H 0.926 -1.216 -3.091  0.205
H 1.948 0.335 -1.675  0.220
H 2.062 -0.264 0.868  0.204
C -1.898 1.529 0.363  -0.610
C -1.113 2.835 -0.010  -0.399
C 0.322 2.548 -0.329  -0.614
H -2.472 1.045 -0.427  0.205
H -2.694 1.787 1.067  0.203
H -1.148 0.859 0.779  0.205
H -1.672 3.355 -0.789  0.199
H -1.225 3.444 0.893  0.193
H 0.838 2.008 0.472  0.204
H 0.383 2.017 -1.275  0.207
H 0.974 3.429 -0.304  0.209

***

Arrangement Q

Here is 2 unconnected molecules or ions with the total composition C10H16 from the Open Molecules 2025 dataset. Energies are from wB97M-V/def2-TZVPD.

Output
HOMO: -8.8287 eV
Total charge: 0

Each line ends with the natural charge from an NBO analysis.
Element x y z (Å)
C 2.138 1.610 -0.707  -0.624
C 1.106 0.966 -1.633  0.000
C 0.307 1.745 -2.470  -0.231
C -0.393 1.105 -3.468  -0.203
C -0.408 -0.350 -3.570  -0.240
C 0.309 -1.130 -2.637  -0.199
C 0.887 -0.427 -1.580  -0.233
H 2.978 1.009 -0.471  0.218
H 1.802 1.804 0.222  0.216
H 2.493 2.549 -1.212  0.214
H 0.162 2.865 -2.322  0.219
H -0.833 1.745 -4.225  0.214
H -0.839 -0.800 -4.459  0.214
H 0.502 -2.353 -2.684  0.228
H 1.537 -1.044 -0.887  0.206
C 0.233 -0.844 3.012  -0.606
C -1.183 -1.433 2.760  -0.388
C -2.286 -0.405 2.947  -0.594
H 0.427 -0.020 2.262  0.202
H 0.893 -1.726 2.915  0.208
H 0.247 -0.473 4.041  0.199
H -1.175 -1.842 1.655  0.192
H -1.346 -2.166 3.557  0.194
H -2.004 0.578 2.377  0.192
H -3.140 -0.588 2.508  0.199
H -2.412 -0.375 4.069  0.200

***

Arrangement R

Here is 2 unconnected molecules or ions with the total composition C10H16 from the Open Molecules 2025 dataset. Energies are from wB97M-V/def2-TZVPD.

Output
HOMO: -9.0362 eV
Total charge: 0

Each line ends with the natural charge from an NBO analysis.
Element x y z (Å)
C -0.728 -2.662 -0.668  -0.646
C -0.767 -1.747 0.536  -0.022
C -1.657 -0.654 0.551  -0.226
C -1.678 0.280 1.600  -0.191
C -0.789 0.153 2.633  -0.246
C 0.087 -0.933 2.658  -0.176
C 0.158 -1.944 1.574  -0.222
H -0.504 -3.717 -0.350  0.214
H 0.150 -2.479 -1.246  0.225
H -1.663 -2.816 -1.257  0.225
H -2.192 -0.548 -0.439  0.218
H -2.463 1.058 1.748  0.218
H -0.783 0.731 3.542  0.216
H 0.656 -1.072 3.495  0.197
H 0.731 -2.848 1.615  0.215
C 1.407 2.368 -0.470  -0.636
C 0.600 1.337 -1.273  -0.406
C 1.054 1.423 -2.699  -0.624
H 1.247 2.058 0.628  0.208
H 1.055 3.368 -0.615  0.204
H 2.451 2.290 -0.198  0.222
H 0.712 0.364 -0.663  0.211
H -0.378 1.722 -1.343  0.198
H 2.013 0.936 -2.845  0.211
H 0.486 0.915 -3.495  0.200
H 0.792 2.418 -3.020  0.210

***

Arrangement S

Here is 2 unconnected molecules or ions with the total composition C10H16 from the Open Molecules 2025 dataset. Energies are from wB97M-V/def2-TZVPD.

Output
HOMO: -8.8736 eV
Total charge: 0

Each line ends with the natural charge from an NBO analysis.
Element x y z (Å)
C -2.387 -0.884 -0.641  -0.636
C -1.556 -0.102 0.356  -0.021
C -0.505 -0.730 1.020  -0.213
C 0.545 -0.035 1.629  -0.218
C 0.505 1.375 1.578  -0.224
C -0.521 2.062 0.926  -0.222
C -1.532 1.305 0.443  -0.201
H -1.837 -1.228 -1.509  0.225
H -3.107 -0.232 -1.158  0.215
H -2.987 -1.680 -0.242  0.223
H -0.558 -1.790 1.264  0.210
H 1.479 -0.451 2.130  0.225
H 1.346 1.834 2.065  0.210
H -0.371 3.114 0.697  0.223
H -2.440 1.771 0.032  0.204
C 1.286 -1.980 -1.667  -0.621
C 2.096 -0.809 -1.079  -0.434
C 1.437 0.576 -1.270  -0.616
H 0.259 -1.548 -1.888  0.192
H 0.912 -2.751 -0.984  0.211
H 1.556 -2.464 -2.618  0.210
H 2.230 -1.048 -0.001  0.203
H 3.113 -1.078 -1.362  0.214
H 1.491 1.213 -0.416  0.224
H 1.922 1.126 -2.068  0.207
H 0.365 0.453 -1.717  0.207

***

arrangement P takes first place; second place is 0.0457 hartree up.